# 1
The following is a quantum chemistry calculation of a molecular structure, C12H16N4OS3V in a non-equilibrium geometry, from the OMol25 dataset.

## Properties
LUMO level (alpha / beta) in hartree: -0.483 / -0.487
Electronic energy in eV: -78849.833
Net charge: +3

Element x y z (Å)
V: -0.905 -0.179 0.482
C: 2.916 3.704 -1.034
C: 1.687 3.641 -1.698
N: 0.325 3.603 -1.393
C: -0.083 1.964 -0.767
S: -1.599 1.765 0.299
N: 0.403 0.919 -1.399
N: -0.157 -0.342 -0.929
C: 0.247 -1.499 -1.514
C: 1.407 -1.309 -2.800
C: -1.042 -2.425 -1.135
C: -1.235 -3.601 -1.986
C: -1.997 -4.434 -1.007
C: -2.862 -4.120 -0.225
C: -2.801 -2.527 0.165
N: -1.473 -1.910 -0.140
H: 3.622 3.520 -1.937
H: 2.620 2.322 -0.646
H: 2.733 4.248 -0.121
H: 1.739 2.907 -2.860
H: 1.640 4.668 -2.289
H: -0.059 4.293 -0.840
H: 1.758 -0.209 -2.254
H: 0.509 -1.256 -3.644
H: 1.873 -2.239 -2.413
H: -0.493 -3.676 -2.611
H: -2.212 -5.527 -1.445
H: -3.682 -4.622 0.098
H: -3.359 -2.550 0.899
C: 0.585 1.065 5.315
O: -0.526 0.551 4.614
C: -0.659 0.513 3.364
S: -2.431 0.305 2.356
S: 0.562 -0.073 2.485
H: 0.742 0.358 6.543
H: 0.517 1.928 5.810
H: 1.688 0.224 4.658

=====

# 2
The following is a quantum chemistry calculation of 7 unconnected molecules or ions with the total composition C21H42O21 in a non-equilibrium geometry, from the OMol25 dataset.

## Properties
LUMO level in hartree: 0.021
Relative energy (zero: lowest compared OMol25 entry of this formula, charge and spin) in kcal/mol: 0.0
Electronic energy in eV: -65455.839
Structure (SMILES): COC(=O)OC.COC(=O)OC.COC(=O)OC.COC(=O)OC.COC(=O)OC.COC(=O)OC.COC(=O)OC
Net charge: 0

Element x y z (Å)
C: 2.661 2.951 1.850
O: 3.234 2.332 0.691
C: 4.368 2.886 0.264
O: 4.948 3.795 0.791
O: 4.748 2.238 -0.827
C: 5.929 2.734 -1.444
H: 3.137 2.573 2.750
H: 1.611 2.660 1.858
H: 2.670 4.035 1.779
H: 6.696 2.958 -0.703
H: 5.715 3.647 -2.000
H: 6.283 1.956 -2.112
C: 6.030 0.808 3.066
O: 5.482 0.153 1.920
C: 4.204 -0.200 2.006
O: 3.486 0.018 2.954
O: 3.861 -0.814 0.883
C: 2.471 -0.997 0.685
H: 6.112 0.118 3.902
H: 5.431 1.677 3.336
H: 7.016 1.149 2.765
H: 1.934 -1.206 1.614
H: 2.296 -1.868 0.063
H: 2.056 -0.092 0.269
C: -1.807 0.401 3.427
O: -1.055 1.570 3.753
C: -0.605 1.626 5.001
O: -0.563 0.720 5.780
O: -0.172 2.863 5.236
C: 0.398 3.053 6.539
H: -2.368 0.607 2.525
H: -2.458 0.139 4.258
H: -1.102 -0.414 3.250
H: -0.354 2.838 7.301
H: 0.674 4.097 6.581
H: 1.214 2.349 6.686
C: -2.966 -2.285 -0.637
O: -2.778 -0.885 -0.339
C: -1.562 -0.559 0.076
O: -0.688 -1.332 0.378
O: -1.478 0.770 0.086
C: -0.213 1.300 0.491
H: -2.551 -2.886 0.167
H: -2.392 -2.465 -1.554
H: -4.005 -2.502 -0.850
H: 0.138 0.849 1.423
H: -0.373 2.351 0.703
H: 0.523 1.078 -0.274
C: -0.022 4.000 -1.852
O: 0.670 5.060 -1.217
C: 1.934 5.207 -1.603
O: 2.505 4.513 -2.399
O: 2.442 6.269 -0.980
C: 3.831 6.496 -1.209
H: -0.318 4.264 -2.874
H: -0.927 3.763 -1.304
H: 0.599 3.109 -1.966
H: 4.076 7.437 -0.733
H: 4.065 6.567 -2.275
H: 4.445 5.674 -0.836
C: -5.705 -3.499 -3.509
O: -4.376 -3.164 -3.928
C: -4.039 -1.876 -3.813
O: -4.768 -0.962 -3.538
O: -2.730 -1.771 -4.043
C: -2.221 -0.443 -4.009
H: -6.107 -4.208 -4.226
H: -6.343 -2.618 -3.516
H: -5.661 -3.897 -2.497
H: -2.809 0.210 -4.656
H: -1.209 -0.480 -4.393
H: -2.285 -0.054 -2.993
C: -5.652 -9.020 -1.486
O: -4.502 -8.466 -2.134
C: -4.281 -7.177 -1.860
O: -4.900 -6.512 -1.082
O: -3.279 -6.746 -2.630
C: -2.727 -5.489 -2.257
H: -6.554 -8.463 -1.740
H: -5.517 -9.031 -0.408
H: -5.754 -10.026 -1.881
H: -1.980 -5.614 -1.469
H: -3.524 -4.816 -1.952
H: -2.214 -5.028 -3.097

=====

# 3
The following is a quantum chemistry calculation of a molecular structure, C17H12Cl2F2IrN2S, from the OMol25 dataset.

## Properties
LUMO level (alpha / beta) in hartree: -0.112 / -0.215
Relative energy (zero: lowest compared OMol25 entry of this formula, charge and spin) in kcal/mol: 5.4
Electronic energy in eV: -64949.117
⟨S²⟩: 6.018
2S+1: 5
Net charge: +1

Element x y z (Å)
Ir: 0.526 -0.103 0.185
S: 0.912 0.076 2.590
C: 2.563 0.049 2.042
C: 3.727 0.066 2.779
C: 4.936 0.052 2.087
C: 4.943 0.028 0.701
C: 3.734 0.011 0.023
N: 2.584 0.017 0.696
H: 3.682 0.093 3.858
H: 5.869 0.063 2.633
H: 5.865 0.018 0.139
H: 3.672 -0.020 -1.057
F: -2.129 -4.787 0.083
C: -2.187 -3.454 0.130
C: -1.007 -2.735 0.103
C: -1.077 -1.348 0.161
C: -2.322 -0.684 0.229
C: -3.465 -1.480 0.236
F: -4.680 -0.911 0.286
C: -3.432 -2.859 0.194
C: -2.322 0.794 0.262
C: -3.444 1.619 0.314
C: -3.283 2.991 0.328
C: -2.010 3.544 0.288
C: -0.938 2.684 0.235
N: -1.091 1.354 0.228
H: -0.071 -3.271 0.042
H: -4.343 -3.438 0.205
H: -4.427 1.184 0.341
H: -4.155 3.630 0.368
H: -1.848 4.611 0.295
H: 0.081 3.047 0.200
Cl: 2.235 -1.339 -4.373
C: 0.970 -0.134 -4.389
Cl: 0.590 0.459 -2.724
H: 0.051 -0.563 -4.767
H: 1.291 0.732 -4.952

=====

# 4
The following is a quantum chemistry calculation of a molecular structure, C35H37CaN3O4P in a non-equilibrium geometry, from the OMol25 dataset.

## Properties
LUMO level in hartree: 0.096
Electronic energy in eV: -77287.248
Net charge: -1

Element x y z (Å)
Ca: -0.303 1.175 -0.738
C: 0.723 1.392 -4.263
N: 0.710 2.606 -3.404
C: 1.980 3.384 -3.449
C: 2.420 4.057 -2.161
C: 2.585 3.057 -1.020
N: 1.475 2.877 -0.082
C: 1.528 3.746 0.881
C: 0.669 3.702 2.087
C: 1.143 4.467 3.131
C: 0.520 4.532 4.370
C: -0.731 3.860 4.510
C: -1.341 3.221 3.452
C: -0.594 2.986 2.226
O: -1.043 2.221 1.304
C: -0.449 3.414 -3.769
C: -1.026 4.218 -2.590
C: -2.461 3.659 -2.227
N: -2.510 2.253 -1.666
C: -3.699 1.703 -1.585
C: -4.126 0.709 -0.641
C: -5.510 0.469 -0.492
C: -5.990 -0.598 0.256
C: -5.097 -1.304 1.073
C: -3.742 -1.182 0.916
C: -3.173 -0.178 0.079
O: -1.910 -0.115 -0.091
H: 0.687 1.664 -5.327
H: -0.185 0.743 -4.040
H: 1.669 0.815 -4.072
H: 1.924 4.153 -4.256
H: 2.746 2.651 -3.720
H: 1.773 4.901 -1.896
H: 3.437 4.493 -2.347
H: 3.410 3.325 -0.380
H: 2.818 2.091 -1.460
H: 2.269 4.535 0.976
H: 1.932 5.152 2.947
H: 0.992 5.092 5.193
H: -1.297 3.991 5.413
H: -2.274 2.667 3.543
H: -1.222 2.743 -4.193
H: -0.122 4.125 -4.596
H: -1.131 5.254 -2.906
H: -0.367 4.226 -1.684
H: -3.058 3.753 -3.187
H: -3.001 4.349 -1.534
H: -4.517 1.981 -2.287
H: -6.174 1.252 -0.886
H: -7.044 -0.887 0.257
H: -5.485 -1.996 1.822
H: -3.063 -1.819 1.485
O: 1.267 -0.479 -1.819
C: 1.372 -0.954 -0.640
O: 0.990 -0.397 0.430
C: 2.056 -2.374 -0.442
P: 0.779 -3.626 0.259
C: 1.302 -3.769 2.031
C: 1.626 -2.626 2.808
C: 1.577 -2.782 4.199
C: 1.125 -3.918 4.830
C: 0.793 -5.011 4.079
C: 0.960 -5.000 2.703
C: 1.263 -5.253 -0.310
C: 0.475 -6.188 -0.918
C: 0.941 -7.475 -1.076
C: 2.271 -7.819 -0.816
C: 3.031 -6.912 -0.076
C: 2.606 -5.598 0.065
H: 2.882 -2.267 0.295
H: 2.361 -2.678 -1.394
H: 1.862 -1.698 2.316
H: 1.930 -1.915 4.755
H: 0.997 -3.949 5.913
H: 0.545 -5.956 4.575
H: 0.744 -5.906 2.105
H: -0.521 -5.966 -1.261
H: 0.215 -8.218 -1.360
H: 2.635 -8.831 -1.039
H: 3.977 -7.236 0.279
H: 3.180 -4.784 0.540

=====

# 5
The following is a quantum chemistry calculation of 3 unconnected molecules or ions with the total composition C27H48BrF11IN4O7S4 in a non-equilibrium geometry, from the OMol25 dataset.

## Properties
LUMO level in hartree: -0.167
Electronic energy in eV: -200434.876
Net charge: +1

Element x y z (Å)
C: 1.077 3.390 2.591
O: 0.130 2.739 3.426
C: 0.748 2.348 4.650
C: -0.209 1.543 5.549
C: -1.682 2.005 5.465
C: -2.592 0.824 5.908
C: -2.610 -0.322 4.899
C: -3.222 0.061 3.543
C: -3.253 -1.116 2.554
C: -2.512 -0.733 1.276
C: -2.437 -1.914 0.272
N: -1.111 -2.063 -0.363
C: -0.416 -0.965 -0.768
N: -0.774 -0.186 -1.770
C: 0.079 0.976 -2.187
C: -0.591 2.302 -1.817
C: 0.267 3.537 -2.050
F: -0.578 4.583 -1.998
F: 1.126 3.738 -1.042
C: 0.972 3.616 -3.441
F: 0.954 4.899 -3.809
F: 0.259 2.981 -4.370
C: 2.469 3.196 -3.449
F: 3.254 4.230 -3.235
F: 2.759 2.234 -2.560
C: 2.891 2.634 -4.854
F: 4.205 2.479 -4.799
F: 2.586 3.430 -5.824
F: 2.404 1.420 -5.029
S: -2.178 -0.410 -2.688
O: -2.051 0.261 -3.906
O: -2.431 -1.773 -2.806
F: -3.292 0.250 -1.842
N: 0.722 -0.859 -0.018
Br: 1.033 0.764 0.863
C: 0.973 -2.135 0.728
N: 0.802 -1.747 2.112
F: 2.235 -2.593 0.717
C: -0.116 -3.018 0.074
C: 0.259 -3.782 -1.284
C: 1.510 -3.231 -2.017
C: 2.808 -4.058 -1.763
I: 1.076 -3.457 -4.156
S: -0.553 -4.404 1.196
C: 0.867 -5.508 1.400
O: -1.090 -3.997 2.465
O: -1.540 -5.173 0.495
H: 1.052 4.467 2.791
H: 2.101 3.026 2.758
H: 0.824 3.166 1.546
H: 1.183 3.209 5.180
H: 1.579 1.675 4.380
H: 0.111 1.644 6.590
H: -0.086 0.494 5.265
H: -1.807 2.812 6.190
H: -1.982 2.279 4.455
H: -3.592 1.192 6.162
H: -2.190 0.427 6.852
H: -1.611 -0.743 4.730
H: -3.211 -1.135 5.331
H: -4.195 0.531 3.711
H: -2.576 0.840 3.113
H: -4.264 -1.393 2.277
H: -2.749 -1.969 3.028
H: -3.042 0.085 0.777
H: -1.523 -0.336 1.553
H: -3.157 -1.678 -0.515
H: -2.824 -2.814 0.750
H: 1.068 0.823 -1.759
H: 0.195 0.858 -3.267
H: -0.981 2.334 -0.796
H: -1.468 2.413 -2.465
H: -0.180 -1.752 2.386
H: 1.308 -2.440 2.659
H: -0.606 -3.619 -1.922
H: 0.356 -4.859 -1.162
H: 1.691 -2.167 -1.892
H: 2.616 -4.958 -1.178
H: 3.329 -4.248 -2.696
H: 3.474 -3.423 -1.169
H: 1.028 -6.035 0.460
H: 0.669 -6.212 2.206
H: 1.772 -4.914 1.565
C: -8.033 -0.470 0.734
S: -6.414 -0.949 0.121
O: -5.397 -0.214 0.936
C: -6.554 -0.101 -1.459
H: -8.146 -0.867 1.741
H: -8.110 0.617 0.759
H: -8.803 -0.890 0.089
H: -6.729 0.962 -1.293
H: -7.373 -0.536 -2.031
H: -5.621 -0.237 -2.005
C: 9.374 2.831 -3.812
S: 8.434 1.415 -3.222
O: 9.391 0.299 -3.020
C: 7.571 1.107 -4.773
H: 10.021 3.168 -3.005
H: 9.980 2.539 -4.670
H: 8.688 3.633 -4.088
H: 8.294 0.927 -5.570
H: 6.945 1.965 -5.018
H: 6.944 0.226 -4.647

=====

# 6
The following is a quantum chemistry calculation of 2 unconnected molecules or ions with the total composition C4H12NO in a non-equilibrium geometry, from the OMol25 dataset.

## Properties
LUMO level in hartree: -0.125
Relative energy (zero: lowest compared OMol25 entry of this formula, charge and spin) in kcal/mol: 31.1
Electronic energy in eV: -7872.941
Net charge: +1

Element x y z (Å)
C: 0.852 -2.043 1.059
C: -0.218 -1.034 0.520
C: 0.261 0.390 0.580
C: -0.047 1.361 1.411
N: 0.850 0.660 -0.800
H: 0.479 -3.054 1.045
H: 0.922 -1.753 2.111
H: 1.798 -1.911 0.534
H: -1.043 -1.062 1.255
H: -0.553 -1.334 -0.467
H: -0.692 1.237 2.270
H: 0.615 2.222 1.489
H: 1.165 1.627 -0.908
H: 1.637 0.023 -0.922
H: 0.086 0.527 -1.530
H: -1.692 0.540 -2.972
H: -2.204 1.165 -1.719
O: -1.457 0.626 -2.037

=====

# 7
The following is a quantum chemistry calculation of 8 unconnected molecules or ions with the total composition C24H34Br12N2O4, from the OMol25 dataset.

## Properties
LUMO level in hartree: -0.031
Relative energy (zero: lowest compared OMol25 entry of this formula, charge and spin) in kcal/mol: 0.0
Electronic energy in eV: -877115.640
Structure (SMILES): O=[N+]([O-])c1ccccc1.O=[N+]([O-])c1ccccc1.BrCCBr.BrCCBr.BrCCBr.BrCCBr.BrCCBr.BrCCBr
Net charge: 0

Element x y z (Å)
Br: 1.218 0.019 -3.764
C: -0.610 0.586 -4.102
C: -0.818 1.933 -3.480
Br: -2.538 2.659 -3.983
H: -1.274 -0.184 -3.723
H: -0.694 0.637 -5.184
H: -0.071 2.639 -3.827
H: -0.753 1.865 -2.397
Br: 5.862 -0.122 3.590
C: 4.301 -1.260 3.638
C: 3.491 -0.881 4.837
Br: 2.087 -2.199 5.107
H: 4.615 -2.300 3.659
H: 3.772 -1.122 2.702
H: 3.031 0.096 4.726
H: 4.095 -0.884 5.739
Br: 5.372 3.946 4.061
C: 3.763 4.135 2.998
C: 2.606 4.483 3.893
Br: 1.024 4.727 2.788
H: 3.627 3.187 2.483
H: 3.931 4.885 2.229
H: 2.758 5.423 4.412
H: 2.409 3.695 4.613
Br: -1.792 1.093 4.620
C: -2.156 2.867 3.942
C: -3.375 3.403 4.625
Br: -3.743 5.189 3.997
H: -2.259 2.874 2.859
H: -1.280 3.472 4.162
H: -3.245 3.418 5.705
H: -4.252 2.785 4.442
Br: 4.439 -1.225 -2.713
C: 4.591 -2.035 -0.953
C: 3.551 -3.120 -0.835
Br: 3.534 -3.773 0.994
H: 4.480 -1.247 -0.217
H: 5.603 -2.420 -0.849
H: 3.785 -3.962 -1.476
H: 2.565 -2.723 -1.050
Br: -8.765 0.585 2.030
C: -7.611 1.396 0.707
C: -6.408 0.529 0.472
Br: -5.232 1.505 -0.783
H: -7.337 2.382 1.068
H: -8.182 1.516 -0.210
H: -6.637 -0.355 -0.108
H: -5.833 0.343 1.369
C: 0.189 -3.679 -6.714
C: 1.131 -4.249 -5.873
C: 0.853 -4.423 -4.534
C: -0.380 -4.039 -4.046
C: -1.318 -3.435 -4.860
C: -1.007 -3.226 -6.188
N: -0.601 -4.135 -2.599
O: -1.567 -3.563 -2.139
O: 0.232 -4.728 -1.935
H: 0.372 -3.585 -7.776
H: 2.082 -4.579 -6.270
H: 1.563 -4.949 -3.915
H: -2.270 -3.111 -4.464
H: -1.738 -2.736 -6.818
C: -1.876 0.365 -0.542
C: -1.617 1.389 0.357
C: -0.416 1.436 1.055
C: 0.505 0.441 0.819
C: 0.277 -0.595 -0.069
C: -0.921 -0.630 -0.759
N: 1.804 0.520 1.475
O: 1.911 1.320 2.376
O: 2.693 -0.215 1.089
H: -2.788 0.356 -1.123
H: -2.373 2.150 0.511
H: -0.245 2.227 1.770
H: 1.041 -1.341 -0.222
H: -1.184 -1.446 -1.417

=====

# 8
The following is a quantum chemistry calculation of 2 unconnected molecules or ions with the total composition C6H12O2, from the OMol25 dataset.

## Properties
LUMO level in hartree: 0.021
Relative energy (zero: lowest compared OMol25 entry of this formula, charge and spin) in kcal/mol: 47.8
Electronic energy in eV: -10510.234
Structure (SMILES): C/C=C/C=C(/C)O.O
Net charge: 0

Element x y z (Å)
C: 2.114 -0.629 -2.667
C: 1.254 -0.270 -1.501
C: 1.638 -0.252 -0.233
C: 0.740 0.008 0.909
C: -0.507 -0.440 1.062
O: -1.034 -1.424 0.238
C: -1.355 -0.109 2.269
H: 1.882 -1.659 -2.937
H: 1.898 -0.049 -3.571
H: 3.180 -0.549 -2.454
H: 0.225 0.005 -1.734
H: 2.672 -0.496 0.008
H: 1.132 0.678 1.668
H: -1.777 -1.064 -0.260
H: -1.174 -0.889 3.014
H: -2.408 -0.210 2.020
H: -1.137 0.879 2.649
H: -2.976 2.405 1.054
H: -1.996 1.588 0.179
O: -2.371 2.479 0.289

=====

# 9
The following is a quantum chemistry calculation of C3H3FN2O2 in the gas phase in a non-equilibrium geometry, from the OMol25 dataset.

## Properties
LUMO level in hartree: 0.017
Relative energy (zero: lowest compared OMol25 entry of this formula, charge and spin) in kcal/mol: 75.4
Electronic energy in eV: -12949.601
Structure (SMILES): Nc1c(F)[nH]oc1=O
Net charge: 0

Element x y z (Å)
C: -0.045 0.502 0.041
C: 0.966 -0.392 0.031
C: -1.282 -0.327 -0.020
H: 1.008 2.272 -0.109
H: -0.824 2.306 -0.418
H: 0.871 -2.333 0.596
N: -0.063 1.867 0.131
N: 0.493 -1.724 -0.062
O: -0.916 -1.742 0.010
O: -2.503 -0.140 -0.085
F: 2.295 -0.291 -0.115

=====

# 10
The following is a quantum chemistry calculation of a molecular structure, C6H8Na2O3 in a non-equilibrium geometry, from the OMol25 dataset.

## Properties
LUMO level (alpha / beta) in hartree: 0.069 / 0.073
Electronic energy in eV: -21325.686
⟨S²⟩: 0.750
2S+1: 2
Net charge: -1

Element x y z (Å)
C: 2.755 0.599 1.296
C: 3.447 1.210 0.275
O: 3.039 1.411 -0.934
H: 1.679 0.404 1.190
H: 3.231 0.464 2.270
H: 4.494 1.502 0.514
O: 2.520 -2.828 -0.693
Na: 2.187 -0.684 -1.159
C: 1.258 -3.320 -0.380
C: 0.130 -2.369 -0.713
C: -0.359 -1.425 0.192
C: -1.228 -0.359 -0.065
O: -2.200 0.019 0.718
Na: -4.066 1.753 1.235
H: 1.193 -3.510 0.721
H: 1.049 -4.305 -0.862
H: -0.207 -2.321 -1.757
H: 0.005 -1.501 1.226
H: -1.113 0.177 -1.026

=====

Q: Look up the net charge of the sixth one.
A: +1